[1]
19
Properties=species:S:1:pos:R:3:lowdin_charge:R:1 method="wB97M-V/def2-TZVPD" homo_energy_ev="-7.573 / -7.576" homo_lumo_gap_ev="7.71 / 7.71" e_lumo_ev="0.1 / 0.1" total_energy_ha=-950.02985
Cl 2.5901 1.5505 -2.7458 0.659
N -2.2154 -0.1341 1.1334 0.120
N 0.5152 -0.5880 0.6489 -0.094
N -2.3704 0.9103 -0.9031 0.111
N 0.1440 -1.1115 1.7475 0.021
C 1.8677 0.6775 -1.4332 -0.691
C -1.1006 -0.8313 2.3426 -0.100
C 1.7753 -0.9851 0.2039 -0.008
C -0.1716 0.2616 -0.1732 -0.116
C 0.5152 0.9646 -1.2080 -0.036
C 2.4357 -0.4395 -0.8833 -0.085
C -1.5986 0.3594 0.1180 -0.435
H -1.6293 -1.6079 2.6655 0.027
H -0.0990 1.7755 -1.6518 0.120
H -3.3275 0.8597 -0.7110 0.071
H -1.1379 -0.1536 3.2478 0.107
H -1.9009 1.0749 -1.8079 0.095
H 3.4503 -0.7325 -1.1639 0.123
H 2.2577 -1.8506 0.5736 0.113

=====

[2]
90
Properties=species:S:1:pos:R:3:lowdin_charge:R:1 method="wB97M-V/def2-TZVPD" homo_energy_ev=-10.555 homo_lumo_gap_ev=7.95 e_lumo_ev=-2.6 charge=+1 total_energy_ha=-3106.15624
Tl 0.1715 1.1305 0.7983 0.778
S 3.6330 -0.4804 -1.0291 0.361
S 2.1623 2.3169 0.1768 0.425
P 3.0991 1.3130 -1.4354 -0.102
O 4.3194 2.2769 -1.6532 -0.310
O 2.2669 1.5569 -2.7600 -0.299
O -0.0401 2.6645 2.3016 -0.199
O -0.1477 3.5861 4.3289 0.072
N -0.0720 -1.0250 1.1734 0.027
N -1.8566 0.7862 3.1325 0.048
N -1.1494 1.6009 4.0343 -0.013
N -4.0253 1.2214 0.4402 -0.131
N -0.5717 -2.3343 3.0782 -0.127
N -2.4996 2.9551 0.4301 -0.127
N 1.1439 -0.7592 3.1158 -0.140
N -1.7828 0.8253 -0.1586 0.024
C 2.4659 -0.5656 2.5197 -0.051
C -5.1906 2.0297 0.1000 -0.027
C 1.3025 0.8086 -3.5447 -0.410
C 0.1745 -1.4105 2.4260 -0.404
C -0.4098 2.6944 3.5497 -0.713
C -3.1603 3.7236 1.4795 -0.018
C 3.3063 4.4908 -2.2362 -0.066
C 4.4769 3.5404 -2.3775 -0.410
C 1.0803 -0.6146 -3.0872 -0.073
C -1.8928 -2.7343 2.6244 -0.026
C 1.0816 -0.5323 4.5549 -0.042
C 0.0800 -3.1836 0.1671 -0.019
C 0.0506 -3.3000 3.9798 -0.015
C -1.4540 -1.5725 -0.8308 -0.052
C 4.8112 3.2163 -3.8191 -0.039
C -0.2869 -4.1656 -0.7678 -0.047
C 0.0231 1.6181 -3.5603 -0.029
C -4.3202 -0.1646 0.7568 -0.022
C -2.6863 -2.2993 -2.8482 -0.027
C -3.2011 -1.0505 -3.0156 -0.053
C -1.2206 -3.8718 -1.7126 -0.024
C -2.7636 1.6528 0.2026 -0.402
C -1.7949 -2.5777 -1.7824 -0.154
C -2.0510 -0.2758 -1.0186 -0.237
C -1.4728 3.6948 -0.2939 -0.037
C -2.8586 -0.0393 -2.1032 -0.039
C -0.5031 -1.9410 0.1864 -0.229
H -2.8061 1.1250 2.9995 0.082
H -0.6727 1.1997 -4.2890 0.093
H -0.4571 1.5805 -2.5801 0.049
H -0.7009 4.0500 0.3916 0.084
H 1.9835 -1.2152 -3.1447 0.055
H -3.4475 -0.6336 1.2023 0.061
H 5.3468 3.9756 -1.8872 0.145
H -3.2334 0.9662 -2.2586 0.128
H -3.8380 3.0911 2.0459 0.088
H -1.8559 -3.6345 2.0065 0.103
H -1.9304 4.5570 -0.7834 0.107
H 3.5784 5.4280 -2.7240 0.093
H 1.7975 -1.1604 5.0914 0.096
H 0.8645 -3.3998 0.8832 0.128
H -5.1415 -0.1835 1.4746 0.105
H 0.0779 -0.7155 4.9249 0.089
H 0.3149 -1.0543 -3.7306 0.096
H 5.6281 2.4982 -3.8701 0.090
H -2.3950 4.1208 2.1480 0.101
H -1.9124 -0.1481 3.5199 0.068
H 2.4133 4.0978 -2.7219 0.070
H 0.7212 -0.6496 -2.0573 0.052
H -2.9258 -3.0980 -3.5383 0.119
H 1.0197 -2.9525 4.3166 0.080
H -1.0191 3.0663 -1.0557 0.061
H -3.8501 -0.8232 -3.8508 0.114
H -1.6121 1.8318 4.9026 0.143
H 1.3321 0.5112 4.7468 0.101
H -5.8064 2.2233 0.9799 0.099
H 3.1718 -1.2753 2.9610 0.106
H 0.1813 -4.2532 3.4595 0.103
H 5.1160 4.1260 -4.3382 0.090
H 2.4274 -0.7251 1.4466 0.008
H 0.1870 -5.1376 -0.7386 0.115
H 3.9428 2.7997 -4.3298 0.076
H -3.7289 4.5546 1.0578 0.103
H -2.3425 -1.9427 2.0331 0.062
H 0.2227 2.6564 -3.8245 0.090
H -5.7931 1.4905 -0.6344 0.101
H -4.6080 -0.7366 -0.1285 0.102
H -4.8814 2.9762 -0.3329 0.094
H 2.8222 0.4477 2.7022 0.090
H -0.5898 -3.4614 4.8463 0.103
H -2.5097 -2.9323 3.5020 0.105
H -1.5203 -4.6068 -2.4482 0.119
H 3.0793 4.7048 -1.1935 0.059
H 1.7386 0.8026 -4.5452 0.149